{"formula": "C11H10BrMoN", "method": "wB97M-V/def2-TZVPD", "homo_lumo_gap_ev": [7.18, 6.25], "homo_energy_ev": [-8.524, -8.242], "charge": 0, "molar_mass_g_mol": 332.1, "spin_multiplicity": 3, "e_tot_ev": -84953.5308, "elements": ["C", "C", "C", "H", "C", "C", "H", "H", "H", "H", "Mo", "Br", "C", "C", "C", "H", "C", "C", "H", "H", "H", "H", "N", "C"], "positions_angstrom": [[0.60013, -0.05061, 2.03065], [-0.14246, 1.10190, 2.48626], [-1.52973, 0.71416, 2.61771], [0.28941, 2.05063, 2.77899], [-1.66903, -0.65155, 2.17042], [-0.35041, -1.11858, 1.83818], [-0.10229, -2.13042, 1.57251], [1.68460, -0.13758, 1.97104], [-2.31831, 1.29191, 3.08771], [-2.57726, -1.25908, 2.13219], [-0.83492, 0.58724, 0.45744], [-0.12076, 2.48780, -1.02366], [0.44297, -0.27627, -2.96667], [0.54487, -1.61001, -2.49785], [1.71499, -1.69992, -1.68425], [-0.12580, -2.42880, -2.73728], [2.32874, -0.41803, -1.65315], [1.57965, 0.44716, -2.49532], [1.85909, 1.45734, -2.76394], [-0.35414, 0.12706, -3.57803], [2.09131, -2.59766, -1.20470], [3.21804, -0.14168, -1.09761], [-3.55982, 2.50936, 0.24851], [-2.66886, 1.74564, 0.31083]], "nbo_charge": [-0.290, -0.289, -0.195, 0.268, -0.297, -0.315, 0.255, 0.267, 0.274, 0.267, 0.841, -0.313, -0.284, -0.284, -0.128, 0.223, -0.396, -0.053, 0.230, 0.232, 0.213, 0.224, -0.428, -0.024]}